ORCA calculation (ωB97M-V/def2-TZVPD) on a structure of composition C34H13Cl2F15GeN3PtS.

**Relative energy (zero: lowest compared OMol25 entry of this formula, charge and spin)**: 59.7 kcal per mole
**Calculated total energy**: -6480.26689 hartree
**Strongest force on any atom**: 3.42 eV/Å

Geometry as ORCA input:
```
! RIJCOSX wB97M-V def2-TZVPD def2/J DEFGRID3
* xyz 1 1
Pt -0.1225 -0.8234 0.3975
C 4.0315 -2.3706 -0.0362
C 4.5137 -2.2522 1.2562
C 3.7939 -1.5156 2.1875
C 2.5969 -0.9355 1.8023
N 2.1188 -1.1019 0.5587
C 2.8163 -1.7794 -0.3460
C 1.7524 -0.0861 2.6694
C 2.0213 0.2658 3.9843
C 1.1309 1.1095 4.6323
C 0.0383 1.6334 3.9551
C -0.1563 1.2591 2.6329
N 0.6698 0.3874 2.0540
C -1.1734 1.8037 1.7048
C -1.9160 2.9454 1.9647
C -2.7284 3.4607 0.9653
C -2.7809 2.8183 -0.2606
C -2.0123 1.6789 -0.4460
N -1.2385 1.1874 0.5169
H 4.5811 -2.9030 -0.7986
H 5.4366 -2.7327 1.5513
H 4.1619 -1.3997 3.1962
H 2.3834 -1.8449 -1.3351
H 2.8868 -0.1217 4.5004
H 1.3068 1.3770 5.6652
H -0.6350 2.3100 4.4604
H -1.8476 3.4338 2.9260
H -3.2845 4.3722 1.1366
H -3.4017 3.1877 -1.0641
H -1.9912 1.1600 -1.3958
Cl -2.7196 -1.3086 1.6717
C -3.9656 -0.6923 0.5568
Cl -5.5001 -1.5385 0.7346
H -3.5948 -0.8212 -0.4552
H -4.1452 0.3503 0.7927
F -1.5978 -5.5962 2.8112
C -2.6083 -5.5275 1.9355
C -2.3882 -5.0913 0.6389
C -3.4859 -5.0175 -0.2031
F -3.2992 -4.5260 -1.4355
C -4.7489 -5.4088 0.1919
F -5.7821 -5.3411 -0.6399
C -4.9362 -5.8468 1.4937
F -6.1435 -6.2023 1.9029
C -3.8697 -5.8887 2.3762
F -4.0600 -6.2661 3.6368
Ge -0.6439 -4.5177 -0.1046
S -0.5133 -2.5480 -1.0967
C 0.6652 -4.9067 1.3709
C 0.9460 -4.0119 2.3831
F 0.2684 -2.8471 2.4387
C 1.8433 -4.2718 3.3997
F 2.0943 -3.3459 4.3350
C 2.4677 -5.5054 3.4495
F 3.3309 -5.7802 4.4162
C 2.1604 -6.4594 2.4936
F 2.7062 -7.6677 2.5582
C 1.2706 -6.1501 1.4776
F 0.9784 -7.1110 0.5978
C -0.0708 -5.7170 -1.5700
C 1.2512 -5.6043 -1.9686
F 2.0359 -4.7108 -1.3331
C 1.8037 -6.3809 -2.9664
F 3.0844 -6.2453 -3.2986
C 0.9980 -7.3134 -3.6043
F 1.4864 -8.0565 -4.5828
C -0.3189 -7.4795 -3.2028
F -1.0699 -8.4128 -3.7765
C -0.8385 -6.6807 -2.1969
F -2.1042 -6.8697 -1.8162
*
```

In the Löwdin picture, each atom carries the following charge in e:
1 Pt 0.72
2 C -0.01
3 C -0.01
4 C 0.01
5 C -0.21
6 N 0.01
7 C -0.11
8 C -0.19
9 C 0.03
10 C 0.00
11 C 0.03
12 C -0.19
13 N 0.03
14 C -0.22
15 C 0.02
16 C -0.02
17 C -0.03
18 C -0.13
19 N -0.04
20 H 0.12
21 H 0.13
22 H 0.12
23 H 0.10
24 H 0.12
25 H 0.13
26 H 0.12
27 H 0.12
28 H 0.12
29 H 0.12
30 H 0.12
31 Cl 0.57
32 C -0.99
33 Cl 0.58
34 H 0.03
35 H 0.02
36 F 0.10
37 C -0.21
38 C -0.13
39 C -0.25
40 F 0.08
41 C -0.15
42 F 0.14
43 C -0.12
44 F 0.15
45 C -0.14
46 F 0.14
47 Ge 0.76
48 S 0.20
49 C -0.12
50 C -0.24
51 F 0.03
52 C -0.14
53 F 0.11
54 C -0.13
55 F 0.15
56 C -0.13
57 F 0.15
58 C -0.21
59 F 0.12
60 C -0.15
61 C -0.24
62 F 0.06
63 C -0.13
64 F 0.13
65 C -0.12
66 F 0.15
67 C -0.13
68 F 0.14
69 C -0.20
70 F 0.11

ORCA calculation (ωB97M-V/def2-TZVPD) on a structure of composition C34H15F15GeIN6RhS.

**Relative energy (zero: lowest compared OMol25 entry of this formula, charge and spin)**: 0.0 kcal per mole
**Calculated total energy**: -6014.51954 hartree
**Strongest force on any atom**: 0.61 eV/Å
**<S²>**: 6.0718

Geometry as ORCA input:
```
! RIJCOSX wB97M-V def2-TZVPD def2/J DEFGRID3
* xyz -2 5
Rh -0.0690 -0.2642 0.1511
N -2.0205 -2.3755 1.8156
C -1.7311 -2.9080 0.5999
N -2.2841 -4.1018 0.3203
C -1.9301 -4.5790 -0.8844
N -2.4661 -5.8184 -1.2068
N -1.1616 -4.0084 -1.7810
C -0.6526 -2.7931 -1.4193
N -0.9011 -2.2420 -0.1852
C 0.1722 -2.0739 -2.3086
C 0.5235 -2.5669 -3.5948
C 1.3864 -1.8562 -4.3787
C 1.9171 -0.6360 -3.9067
C 1.5161 -0.2071 -2.6522
N 0.6794 -0.8739 -1.8724
H -2.8653 -2.7098 2.2447
H -1.7682 -1.4061 1.9433
H -2.7176 -6.3632 -0.3972
H -1.9232 -6.3095 -1.8985
H 0.1035 -3.5106 -3.9130
H 1.6663 -2.2347 -5.3559
H 2.6086 -0.0445 -4.4913
H 1.8847 0.7292 -2.2431
I 0.1841 2.7451 2.0381
C 0.7511 1.5800 0.2471
H 1.8391 1.5738 0.3413
H 0.4464 2.2601 -0.5462
F 2.3232 -5.6113 0.2837
C 1.3231 -5.4244 1.1648
C 1.3538 -4.3841 2.0761
C 0.2924 -4.3314 2.9678
F 0.2733 -3.3944 3.9211
C -0.7472 -5.2394 2.9528
F -1.7548 -5.1509 3.8274
C -0.7488 -6.2485 2.0120
F -1.7572 -7.1264 1.9678
C 0.2920 -6.3467 1.1133
F 0.2968 -7.3381 0.2086
Ge 2.6583 -2.8730 2.1089
S 1.7614 -0.9719 1.9095
C 3.5983 -2.9784 3.8779
C 4.5464 -2.0065 4.1591
F 4.9137 -1.1402 3.2095
C 5.1849 -1.9025 5.3794
F 6.1077 -0.9578 5.6048
C 4.8736 -2.8021 6.3818
F 5.4820 -2.7209 7.5719
C 3.9484 -3.7948 6.1411
F 3.6636 -4.6826 7.1063
C 3.3342 -3.8703 4.9002
F 2.4786 -4.8924 4.7356
C 4.0959 -3.3515 0.7959
C 3.7679 -3.2909 -0.5501
F 2.5096 -3.0459 -0.9024
C 4.6788 -3.5207 -1.5661
F 4.3181 -3.4701 -2.8489
C 5.9837 -3.8319 -1.2355
F 6.8875 -4.0597 -2.1964
C 6.3518 -3.9167 0.0915
F 7.6182 -4.2315 0.4109
C 5.4077 -3.6834 1.0770
F 5.8447 -3.8123 2.3454
C -1.7759 0.5365 -0.3777
C -3.0916 0.8046 -0.0184
C -3.5041 0.9734 1.3445
C -4.8173 1.2222 1.6786
C -5.8058 1.3291 0.6946
C -5.4336 1.1842 -0.6466
C -4.1257 0.9359 -1.0004
H -2.7439 0.9261 2.1165
H -5.0844 1.3458 2.7237
H -6.8371 1.5213 0.9658
H -6.1874 1.2620 -1.4241
H -3.8522 0.8163 -2.0420
*
```

In the Löwdin picture, each atom carries the following charge in e:
1 Rh 0.60
2 N 0.17
3 C -0.47
4 N 0.15
5 C -0.50
6 N 0.12
7 N 0.15
8 C -0.29
9 N 0.04
10 C -0.25
11 C -0.05
12 C -0.12
13 C -0.11
14 C -0.16
15 N 0.01
16 H 0.10
17 H 0.06
18 H 0.06
19 H 0.08
20 H 0.09
21 H 0.09
22 H 0.07
23 H 0.10
24 I 0.45
25 C -0.86
26 H -0.08
27 H -0.06
28 F 0.09
29 C -0.20
30 C -0.12
31 C -0.27
32 F 0.08
33 C -0.17
34 F 0.11
35 C -0.16
36 F 0.11
37 C -0.15
38 F 0.10
39 Ge 0.60
40 S 0.22
41 C -0.12
42 C -0.25
43 F 0.09
44 C -0.14
45 F 0.11
46 C -0.14
47 F 0.11
48 C -0.14
49 F 0.10
50 C -0.21
51 F 0.09
52 C -0.11
53 C -0.24
54 F 0.11
55 C -0.14
56 F 0.12
57 C -0.14
58 F 0.11
59 C -0.15
60 F 0.10
61 C -0.21
62 F 0.08
63 C -0.06
64 C -0.37
65 C -0.10
66 C -0.14
67 C -0.15
68 C -0.14
69 C -0.08
70 H 0.07
71 H 0.09
72 H 0.07
73 H 0.08
74 H 0.09

> strongest force on any atom of number 2 (C34H15F15GeIN6RhS)?

0.61 eV/Å

> Among the records above, which one has the highest calculated total energy?

C34H15F15GeIN6RhS

> Among the records above, which one has the highest strongest force on any atom?

C34H13Cl2F15GeN3PtS

> The lowest strongest force on any atom belongs to which entry?

C34H15F15GeIN6RhS